[1]
{
  "formula": "C4H6FO4Yb",
  "method": "wB97M-V/def2-TZVPD",
  "charge": 1,
  "lumo_ev": [-3.0746, -8.7623],
  "multiplicity": 3,
  "symbols": ["C", "O", "H", "H", "H", "C", "O", "C", "C", "O", "O", "F", "H", "H", "H", "Yb"],
  "positions_angstrom": [[1.4162, -2.4068, 0.4443], [1.5538, -1.4172, -0.5398], [0.4232, -2.3782, 0.9300], [1.5409, -3.3900, -0.0320], [2.1795, -2.2875, 1.2371], [-1.2228, 1.9520, 0.1385], [-1.4732, 0.6094, 0.0481], [-0.6038, -0.1744, -0.7122], [0.8592, -0.0732, -0.2812], [-0.0549, 2.3361, 0.0658], [-2.2670, 2.6132, 0.3925], [-0.7256, 0.2078, -2.0366], [-0.9795, -1.2016, -0.6322], [0.9194, 0.0653, 0.8107], [1.4053, 0.5903, -0.9590], [-2.9706, 4.9545, 1.1262]]
}


[2]
{
  "formula": "C8H8O3",
  "method": "wB97M-V/def2-TZVPD",
  "e_above_lowest_kcal_mol": 134.9,
  "lumo_ev": -0.0676,
  "multiplicity": 1,
  "symbols": ["C", "C", "C", "C", "C", "C", "C", "C", "H", "H", "H", "H", "H", "H", "H", "H", "O", "O", "O"],
  "positions_angstrom": [[-2.8546, 0.6653, 0.3027], [-2.5129, -0.8276, -0.2003], [-1.3126, -1.4149, -0.1897], [0.0348, -0.5814, -0.0516], [1.3081, -1.1487, -0.1395], [2.4340, -0.3499, 0.0239], [2.3228, 1.0080, -0.2128], [1.0041, 1.7034, -0.0884], [-2.1176, 1.3327, -0.0247], [-4.1446, 1.0851, -0.0801], [-2.7518, 0.7975, 1.8148], [-3.3852, -1.5237, -0.6493], [-1.1042, -2.5565, -0.4637], [1.5461, -2.2670, -0.0520], [4.3937, -0.3549, 0.3092], [3.0622, 1.9202, -0.3928], [3.6081, -1.0200, 0.2374], [0.6013, 2.8176, -0.1816], [-0.1316, 0.7149, 0.0385]]
}


[3]
{
  "formula": "C18H24Cl37P",
  "method": "wB97M-V/def2-TZVPD",
  "lumo_ev": 0.1931,
  "multiplicity": 1,
  "symbols": ["C", "C", "C", "P", "C", "Cl", "C", "C", "H", "H", "H", "H", "H", "H", "H", "H", "H", "H", "H", "H", "C", "Cl", "Cl", "Cl", "H", "C", "Cl", "Cl", "Cl", "H", "C", "Cl", "Cl", "Cl", "H", "C", "Cl", "Cl", "Cl", "H", "C", "Cl", "Cl", "Cl", "H", "C", "Cl", "Cl", "Cl", "H", "C", "Cl", "Cl", "Cl", "H", "C", "Cl", "Cl", "Cl", "H", "C", "Cl", "Cl", "Cl", "H", "C", "Cl", "Cl", "Cl", "H", "C", "Cl", "Cl", "Cl", "H", "C", "Cl", "Cl", "Cl", "H"],
  "positions_angstrom": [[2.6533, 3.0520, -5.0505], [1.5430, 3.7685, -5.1953], [0.1522, 3.2360, -5.0194], [-0.5513, 3.6376, -3.3300], [0.7294, 2.8339, -2.2502], [0.3806, 3.4323, -0.5702], [0.7685, 1.3077, -2.2730], [2.1681, 0.7137, -2.0706], [2.6152, 1.9860, -4.8580], [3.6324, 3.5056, -5.1177], [1.6288, 4.8211, -5.4485], [0.1243, 2.1657, -5.2204], [-0.5262, 3.7291, -5.7167], [-1.4457, 2.5438, -3.2718], [1.7001, 3.2553, -2.4942], [0.3397, 0.9613, -3.2149], [0.1074, 0.9505, -1.4872], [2.1458, -0.1419, -1.3971], [2.5965, 0.3654, -3.0101], [2.8521, 1.4516, -1.6503], [-0.9234, 0.1253, 1.7232], [0.4600, -0.5445, 0.8658], [-2.1620, 0.6783, 0.5914], [-1.5786, -1.0365, 2.8708], [-0.5776, 0.9899, 2.2748], [4.1754, 5.0303, -0.3945], [3.3508, 5.2717, -1.9352], [4.2312, 3.3178, 0.0274], [5.7944, 5.7232, -0.4307], [3.6056, 5.5432, 0.3691], [-0.2416, -4.3149, -0.9781], [0.0953, -4.0680, 0.7331], [0.0233, -2.8316, -1.8920], [0.7259, -5.6361, -1.6362], [-1.2846, -4.5877, -1.0831], [3.7026, -1.5619, 3.3637], [2.5822, -2.7620, 2.7219], [3.5788, -0.0314, 2.4996], [3.4429, -1.3245, 5.0949], [4.7070, -1.9381, 3.2242], [3.2063, -3.7381, 7.8397], [3.4383, -2.0929, 8.4308], [4.4080, -4.8308, 8.5241], [1.5708, -4.3029, 8.1740], [3.3402, -3.7209, 6.7655], [-3.1221, -5.4493, -4.0970], [-4.6515, -5.4543, -4.9688], [-2.4007, -3.8433, -4.0663], [-3.3310, -6.0756, -2.4567], [-2.4412, -6.1072, -4.6193], [-5.6667, -1.3542, 3.3897], [-5.1111, -1.8075, 1.7786], [-5.3127, -2.6290, 4.5552], [-4.9524, 0.1751, 3.9021], [-6.7391, -1.2203, 3.3458], [-4.3506, -6.0343, 7.1190], [-3.8929, -4.3317, 7.0989], [-5.1043, -6.4691, 8.6515], [-5.4100, -6.4131, 5.7614], [-3.4489, -6.6223, 7.0121], [6.8838, -0.3599, 0.0707], [8.2092, -0.7296, -1.0253], [5.4618, 0.1995, -0.8058], [6.4898, -1.7622, 1.0741], [7.2025, 0.4358, 0.7309], [-1.3841, 6.7355, 0.9932], [-2.9453, 7.0078, 0.2158], [-0.3812, 8.1832, 0.9031], [-1.5962, 6.2171, 2.6639], [-0.8797, 5.9434, 0.4561], [-2.0895, -8.9049, -6.6302], [-1.3747, -7.2882, -6.6610], [-2.9343, -9.1676, -5.1047], [-3.1610, -9.1446, -8.0034], [-1.2832, -9.6227, -6.6989], [-4.6979, 10.1354, 1.2523], [-3.7596, 11.6277, 1.2640], [-5.4676, 9.8582, 2.8135], [-5.8904, 10.1473, -0.0478], [-4.0195, 9.3148, 1.0651]]
}


[4]
{
  "formula": "C5H8O",
  "method": "wB97M-V/def2-TZVPD",
  "e_above_lowest_kcal_mol": 97.7,
  "lumo_ev": [-0.5749, -0.5752],
  "multiplicity": 1,
  "symbols": ["C", "C", "C", "C", "C", "O", "H", "H", "H", "H", "H", "H", "H", "H"],
  "positions_angstrom": [[-1.9062, 1.2139, -0.6229], [-1.4990, -0.2109, -0.4555], [-0.2304, -0.6830, -0.4064], [0.9407, 0.0519, -0.7871], [2.1625, -0.3688, -0.0693], [2.0667, -1.0906, 1.1560], [-2.7308, 1.3151, -1.3380], [-2.2881, 1.5750, 0.3429], [-1.0592, 1.8412, -0.9172], [-0.1092, -1.7102, -0.0444], [-2.3028, -0.9137, -0.2322], [2.8359, 0.4970, 0.0376], [2.6824, -1.0334, -0.7835], [1.5467, -0.5368, 1.7523]]
}


[5]
{
  "formula": "C6H9N2O2",
  "method": "wB97M-V/def2-TZVPD",
  "e_above_lowest_kcal_mol": 53.0,
  "lumo_ev": [0.4922, -4.3352],
  "multiplicity": 2,
  "symbols": ["C", "C", "O", "O", "H", "H", "H", "C", "C", "C", "C", "N", "N", "H", "H", "H", "H", "H", "H"],
  "positions_angstrom": [[1.7901, -1.2083, -3.8408], [1.5065, -1.5834, -2.4070], [2.1646, -2.4498, -1.7366], [0.4764, -1.0335, -1.9716], [2.5605, -0.5330, -4.1167], [0.8805, -0.7145, -4.3927], [1.9224, -2.1086, -4.3250], [-1.9500, 1.8607, 3.1111], [0.3192, -0.4560, 1.7809], [-1.1147, 1.0047, 0.7393], [-1.1309, 1.0164, 2.1749], [-0.1621, 0.0396, 0.4916], [-0.1886, 0.1741, 2.8274], [0.3249, -0.2487, -0.3691], [0.9671, -1.2108, 1.9304], [-1.7761, 1.2838, 0.0227], [-3.0005, 1.5831, 3.0993], [-1.9704, 2.9490, 2.8143], [-1.6190, 1.6351, 4.1675]]
}


[6]
{
  "formula": "C5H7NO2",
  "method": "wB97M-V/def2-TZVPD",
  "e_above_lowest_kcal_mol": 133.6,
  "lumo_ev": 0.8828,
  "smiles": "C[C@H]1C[C@@]12OC=NO2",
  "multiplicity": 1,
  "symbols": ["C", "C", "C", "C", "O", "C", "N", "O", "H", "H", "H", "H", "H", "H", "H"],
  "positions_angstrom": [[2.1463, -0.9118, 0.3177], [1.3483, 0.4062, 0.6246], [1.2009, 1.0628, -0.6389], [-0.0227, 0.4620, -0.0578], [-0.3700, -0.8548, -0.5766], [-1.6102, -0.9882, -0.2332], [-2.1489, -0.0218, 0.4821], [-1.2504, 1.1394, 0.1666], [1.9272, -1.4589, -0.6200], [3.3568, -0.7754, -0.0293], [2.1036, -1.6925, 1.1963], [1.7221, 1.0316, 1.5401], [1.6304, 0.3294, -1.3593], [1.0523, 2.1975, -0.9919], [-2.1635, -1.9419, 0.0950]]
}


[7]
{
  "formula": "C4H9N",
  "method": "wB97M-V/def2-TZVPD",
  "e_above_lowest_kcal_mol": 11.6,
  "charge": 1,
  "lumo_ev": [-3.7409, -6.9039],
  "multiplicity": 2,
  "symbols": ["C", "C", "C", "N", "C", "H", "H", "H", "H", "H", "H", "H", "H", "H"],
  "positions_angstrom": [[-0.0541, -1.4239, -0.3088], [-0.2946, -0.0022, -0.0040], [0.7411, 0.8950, 0.3280], [2.0222, 0.5427, 0.3031], [-1.6490, 0.5979, -0.1387], [0.9494, -1.8197, -0.4046], [-0.6093, -2.0021, 0.4452], [-0.6507, -1.6300, -1.1905], [0.5425, 1.9604, 0.3739], [2.6693, 0.8836, 1.0122], [2.2046, -0.4539, 0.2151], [-2.4151, -0.0415, -0.5526], [-2.0237, 1.0864, 0.7617], [-1.4326, 1.4072, -0.8400]]
}


[8]
{
  "formula": "C4H8N2O3",
  "method": "wB97M-V/def2-TZVPD",
  "e_above_lowest_kcal_mol": 84.2,
  "lumo_ev": 0.6998,
  "multiplicity": 1,
  "symbols": ["C", "C", "C", "N", "N", "C", "O", "O", "O", "H", "H", "H", "H", "H", "H", "H", "H"],
  "positions_angstrom": [[0.9919, 0.2869, 0.1344], [0.3404, -1.2289, -0.9086], [-1.1519, 1.4888, -0.0286], [-0.2760, 0.5589, 0.6651], [-0.9698, -1.5012, -0.3665], [-0.7374, -0.8468, 0.8187], [1.8462, -0.2138, 1.0624], [1.5332, 1.2261, -0.6625], [-0.6556, -1.3455, 1.9347], [1.2991, -0.5905, 1.7892], [2.4203, 1.4444, -0.3454], [-1.8680, -1.6701, -0.7871], [0.3178, -0.7665, -1.8942], [1.0176, -2.0751, -0.8578], [-2.0916, 1.5220, 0.5159], [-0.6959, 2.4766, 0.0075], [-1.3203, 1.2346, -1.0773]]
}